(1)
116
Properties=species:S:1:pos:R:3 method="wB97M-V/def2-TZVPD" homo_ev=-8.821 multiplicity=1 orbital_gap_ev=9.065
I 3.342 3.110 -1.139
I 3.947 2.454 2.460
Br -2.918 5.154 0.180
P -6.696 1.343 5.134
P 2.876 -2.524 3.422
P -0.427 3.308 -4.864
P 2.838 -5.952 -1.922
P 1.546 -1.071 -4.311
O -1.281 2.699 -6.047
O -7.763 2.241 4.385
O 2.745 -1.497 2.394
O 2.073 -2.424 -4.956
O 3.349 -7.265 -2.638
O -0.964 4.791 -4.736
O 3.866 -5.753 -0.740
O -1.764 4.536 2.521
O -0.491 2.515 -3.637
O 1.540 -2.873 4.208
O 3.880 -2.210 4.594
O -6.753 1.954 6.604
O 1.022 3.557 -5.455
O 1.526 -6.387 -1.131
O -0.096 6.653 1.383
O -5.320 1.823 4.532
O -6.900 -0.099 5.052
O 1.540 0.077 -5.214
O -3.371 1.893 1.635
O 2.415 -0.843 -3.015
O 0.139 -1.514 -3.746
O 2.662 -4.824 -2.834
O 3.391 -3.895 2.825
N 0.089 4.299 4.090
N 0.268 5.152 -0.360
C -9.122 1.782 4.337
C -2.276 1.273 0.961
C -5.799 1.477 7.562
C -0.298 5.629 0.788
C 3.415 -2.463 -5.449
C 0.388 -6.799 -1.902
C 0.418 -3.349 3.450
C 3.495 -5.073 3.639
C 1.809 2.409 -5.834
C -0.699 3.249 0.635
C -1.011 -1.345 -4.590
C 0.513 3.677 -0.213
C 1.665 1.052 0.980
C -0.783 4.518 3.368
C 2.625 -1.907 -2.067
C 3.982 -4.431 -0.178
C 1.921 3.529 0.442
C 4.017 -0.828 4.995
C 1.985 2.452 1.527
C 3.493 -8.487 -1.902
C -4.932 3.203 4.605
C -1.628 2.226 -0.035
C -0.708 5.413 -3.471
C -1.271 3.319 -7.338
C -1.330 4.543 1.159
H 4.489 -5.493 3.500
H 1.325 2.724 2.342
H -2.580 0.355 0.454
H 4.764 -0.350 4.366
H 0.543 -6.635 -2.969
H -2.439 2.725 -0.565
H 1.946 2.427 -6.915
H -6.336 1.153 8.450
H 1.278 1.099 -0.036
H 4.703 -3.861 -0.760
H 1.339 1.474 -5.534
H -1.079 1.653 -0.783
H -4.085 3.292 5.285
H 3.341 -4.852 4.693
H 0.906 0.594 1.616
H 4.334 -4.518 0.840
H 3.373 -8.333 -0.831
H 3.884 -1.478 -5.423
H 2.512 0.381 1.038
H 3.674 -2.191 -2.099
H -0.762 -1.506 -5.638
H 3.394 -2.821 -6.476
H -0.764 2.659 -8.040
H 2.387 -1.517 -1.077
H 3.989 -3.156 -4.835
H 0.247 5.082 -3.064
H -5.127 2.294 7.824
H -1.410 -0.341 -4.461
H -9.394 1.246 5.245
H -9.255 1.128 3.477
H 4.486 -8.884 -2.099
H -1.571 0.998 1.748
H 0.477 3.297 -1.230
H -5.745 3.837 4.957
H -0.475 -6.222 -1.577
H 0.602 -3.292 2.377
H -4.147 1.788 1.074
H 0.220 -4.383 3.729
H 3.075 -0.289 4.906
H 2.014 -2.777 -2.272
H -0.446 -2.737 3.697
H -1.750 -2.080 -4.279
H 2.241 4.481 0.853
H 0.205 -7.857 -1.720
H -0.767 4.284 -7.322
H 3.023 -3.916 -0.181
H -0.403 2.730 1.546
H -2.303 3.458 -7.654
H 1.060 5.690 -0.692
H 2.745 -9.197 -2.252
H 2.749 -5.794 3.306
H 4.346 -0.813 6.030
H 2.775 2.481 -5.342
H -1.502 5.149 -2.779
H -5.218 0.642 7.172
H -0.683 6.491 -3.610
H -9.756 2.659 4.231
H -4.626 3.523 3.612


(2)
88
Properties=species:S:1:pos:R:3 method="wB97M-V/def2-TZVPD" total_charge=+1 homo_ev="-10.554 / -10.593" multiplicity=3 orbital_gap_ev="7.801 / 6.398" s2=2.01
Pd 0.350 1.522 -1.170
Cl 2.146 4.794 1.883
Cl -1.097 8.626 -0.071
S -1.463 1.466 0.443
P 1.682 -1.167 0.365
P -0.615 -1.744 -1.452
O -0.560 -0.351 -1.979
O 2.781 -2.193 -0.071
O -0.467 2.908 -2.621
O 0.291 -2.755 -2.249
O -1.873 0.110 0.880
O 1.767 -0.950 1.918
O 1.839 0.063 -0.461
O 1.255 3.265 -0.418
O -2.099 -2.221 -1.463
C -0.260 4.901 -1.314
C -0.717 4.099 -2.406
C 2.561 1.248 2.610
C -0.435 7.029 -0.207
C -2.030 2.603 2.911
C -0.798 6.204 -1.223
C -2.999 -3.118 0.623
C -0.941 2.398 1.868
C 2.971 -3.496 0.583
C -1.973 -4.672 -1.099
C 2.569 -4.578 -0.397
C 1.031 5.330 0.672
C -1.435 3.300 4.133
C 2.920 -0.215 2.495
C 0.068 -1.945 0.203
C -2.889 2.351 -0.154
C -4.317 0.574 -1.318
C 0.584 -3.905 -4.335
C 1.982 -1.889 -3.740
C 0.489 6.582 0.755
C 0.625 -2.549 -3.678
C 3.214 -0.865 3.823
C -2.741 -3.392 -0.848
C 0.695 4.420 -0.375
C -3.394 1.783 -1.492
C 4.420 -3.573 0.999
H 1.582 -4.383 -0.821
H -3.633 2.244 0.638
H 4.674 -2.789 1.714
H 2.333 -3.534 1.471
H -0.416 -4.340 -4.290
H -2.835 3.213 2.500
H -0.601 -1.474 0.926
H 4.619 -4.542 1.462
H 0.166 -3.012 0.418
H -3.689 -3.441 -1.373
H 2.739 -2.540 -3.295
H -0.131 -1.895 -4.109
H 3.453 -1.923 3.703
H -0.653 2.690 4.593
H 1.730 1.378 3.310
H -3.315 -2.083 0.771
H -2.204 3.483 4.884
H -2.457 1.640 3.194
H 2.347 -0.778 4.481
H 3.289 -4.628 -1.218
H 1.980 -0.942 -3.199
H -1.018 -4.681 -0.567
H 0.870 -3.812 -5.384
H 5.062 -3.467 0.122
H 2.296 1.678 1.644
H -2.567 -5.513 -0.737
H -4.662 0.218 -2.290
H -0.114 1.797 2.257
H 1.286 -4.584 -3.843
H 3.420 1.802 2.998
H -5.195 0.836 -0.726
H 2.553 -5.546 0.109
H -0.528 3.338 1.501
H 4.063 -0.369 4.297
H -2.567 3.397 -0.220
H -3.788 -3.779 0.985
H 2.251 -1.697 -4.780
H -1.778 -4.820 -2.161
H 3.768 -0.335 1.819
H -0.992 4.262 3.859
H -3.798 -0.247 -0.823
H -1.511 6.541 -1.970
H -3.922 2.585 -2.010
H 0.775 7.240 1.567
H -2.552 1.511 -2.124
H -1.362 4.608 -3.136
H -2.105 -3.303 1.227


(3)
98
Properties=species:S:1:pos:R:3 method="wB97M-V/def2-TZVPD" homo_ev="-6.857 / -6.857" multiplicity=2 orbital_gap_ev="5.519 / 5.520" s2=0.75 e_above_lowest_kcal_mol=0.0
Yb 0.651 -0.441 1.791
I 2.891 -3.355 2.082
P -1.937 1.193 3.237
O 1.491 -0.824 -11.447
N 3.013 -0.004 5.739
N 0.686 -2.485 5.103
N 2.614 0.400 4.542
N 1.628 -0.471 4.070
N -1.053 -3.941 4.454
N -0.543 1.349 2.577
N 1.175 -1.416 -5.119
N 0.394 -1.783 -0.336
N -1.656 -3.010 2.559
N 0.750 0.971 -0.205
N -0.576 -2.265 3.024
N -1.893 -3.989 3.414
N 2.302 -1.093 6.117
N 1.152 0.810 -5.127
N 3.265 -0.426 1.318
C 5.346 0.765 1.073
C 1.461 -0.608 -10.104
C -3.024 0.250 2.155
C -2.157 -1.054 6.666
C -0.567 0.674 7.016
C 0.741 -1.086 -1.455
C -5.065 -0.959 1.932
C 1.280 -0.375 -7.342
C -4.368 4.038 4.873
C 0.844 0.354 -1.410
C 3.963 -1.492 1.633
C 0.935 -1.778 -2.691
C 1.198 -0.332 -5.891
C 0.540 -3.847 -1.559
C -2.455 -0.552 5.402
C -1.197 -0.468 7.475
C 5.349 -1.526 1.733
C 1.294 -1.765 -9.287
C -2.649 -0.127 0.849
C -2.817 2.736 3.558
C -4.665 -1.445 0.702
C -4.368 5.058 3.922
C 1.101 0.412 -3.794
C -2.757 3.791 2.654
C -0.283 -2.858 4.202
C -3.585 2.922 4.721
C 6.056 -0.363 1.501
C 3.970 0.694 0.995
C 0.257 -3.120 -0.396
C -3.460 -1.009 0.169
C 1.674 0.291 -12.326
C 1.034 2.551 -2.522
C -3.510 4.944 2.821
C 1.098 -0.987 -3.851
C 1.201 -1.656 -7.932
C 1.476 -1.353 5.077
C 0.960 3.125 -1.271
C -1.797 0.566 4.924
C 1.557 0.658 -9.483
C -0.854 1.182 5.749
C 0.843 -3.184 -2.727
C 1.440 0.784 -8.108
C 0.748 2.331 -0.150
C -4.260 -0.099 2.639
C 0.966 1.144 -2.606
H -3.569 2.174 5.516
H -3.425 5.735 2.078
H 0.492 -4.951 -1.538
H 2.612 0.814 -12.140
H 0.861 1.006 -12.227
H 1.034 -2.522 -7.287
H 1.070 -3.706 -3.671
H 1.067 4.199 -1.106
H 0.704 -2.996 5.978
H 5.848 1.701 0.820
H 7.152 -0.354 1.589
H -0.928 -0.898 8.438
H -3.161 -1.365 -0.827
H -0.331 2.047 5.353
H -0.071 -3.643 0.507
H 1.286 -2.737 -9.795
H 5.849 -2.489 1.977
H 1.694 1.558 -10.096
H -3.205 -1.070 4.811
H 1.505 1.777 -7.654
H -1.702 0.247 0.425
H 0.172 1.189 7.621
H 1.183 1.771 -5.452
H -2.696 -1.952 7.003
H -4.600 0.331 3.591
H -2.095 3.669 1.788
H 1.667 -0.135 -13.333
H -5.032 5.909 4.027
H -5.311 -2.115 0.121
H -6.005 -1.287 2.369
H 0.509 2.789 0.805
H 1.173 3.164 -3.434
H 3.420 1.566 0.663
H -5.015 4.133 5.749


(4)
71
Properties=species:S:1:pos:R:3 method="wB97M-V/def2-TZVPD" total_charge=+2 homo_ev=-15.125 multiplicity=1 orbital_gap_ev=8.944 e_above_lowest_kcal_mol=0.0
S -3.047 1.735 0.071
S 2.992 1.762 -1.976
O -1.919 0.937 0.353
O 2.718 0.970 -3.128
O 3.782 -3.902 -1.085
O -3.771 1.520 -1.126
O -3.781 -2.315 -0.183
O 0.398 -1.289 -0.097
O 3.817 1.125 -0.935
O 1.305 1.383 3.134
N 1.589 -3.022 -1.599
N -1.520 -3.188 0.040
N 1.694 -0.770 2.071
C 3.446 3.331 -2.393
C -2.375 -1.631 -1.933
C 3.146 -0.594 2.138
C 1.471 2.191 -1.271
C -1.911 -3.760 1.345
C 2.127 -5.044 0.091
C 2.224 4.278 -1.984
C -2.631 3.441 0.265
C -0.681 -0.104 2.929
C -2.671 -2.423 -0.731
C 0.822 0.308 2.679
C -3.154 3.931 1.427
C 2.602 -3.924 -0.790
C 1.545 3.551 -0.816
C -4.464 3.246 1.658
C -4.276 1.685 1.340
C 2.093 -2.112 -2.636
H -3.109 3.862 -0.560
H -2.380 3.776 2.134
H 3.476 -0.515 3.019
H 1.566 4.223 -2.734
H -5.327 3.814 1.257
H -1.319 -1.466 -2.297
H 4.489 3.390 -1.824
H 2.845 -1.556 -1.877
H 0.668 1.988 -2.016
H -5.178 1.308 1.127
H -2.820 5.076 1.633
H 2.668 5.409 -1.769
H 1.338 -1.678 2.521
H -1.124 0.891 2.591
H -0.697 -2.419 0.051
H 1.286 -0.772 0.972
H 2.081 3.473 0.052
H 0.684 -3.466 -1.974
H -1.118 -4.144 1.787
H 1.261 1.334 -0.501
H -1.074 -0.712 2.216
H 2.643 -2.693 -3.307
H -2.806 -4.459 1.312
H 2.105 -4.671 0.969
H -2.055 -2.963 2.031
H 1.213 -2.350 -0.913
H -2.929 -0.585 -1.763
H 3.582 3.317 -3.441
H 1.191 -5.511 -0.348
H 3.430 0.176 1.438
H 1.404 -1.582 -3.132
H -0.031 -0.594 -0.434
H -1.037 -3.684 -0.646
H 0.744 4.162 -0.465
H 2.865 -5.909 -0.037
H -0.812 -0.409 3.997
H -3.862 1.207 2.107
H -4.595 3.244 2.817
H -3.016 -2.132 -2.701
H 3.676 -1.544 1.685
H -1.466 3.833 0.158


(5)
108
Properties=species:S:1:pos:R:3 method="wB97M-V/def2-TZVPD" homo_ev="-6.234 / -6.240" multiplicity=1 orbital_gap_ev="1.747 / 1.766" e_above_lowest_kcal_mol=40.6
Pb -1.433 -20.515 -2.811
Se -0.393 -17.739 -2.971
S -3.721 -18.974 -2.884
S -5.196 -17.400 0.635
P -1.641 -22.864 -5.467
O -0.833 -22.205 -4.292
O -0.563 -23.088 -6.624
O -1.959 -24.361 -4.902
O -2.808 -22.042 -5.895
N -6.536 -19.493 -0.487
N -5.207 -16.981 -4.075
N -3.623 -17.795 -5.410
N 2.590 -18.174 -3.564
N -6.451 -17.749 -1.849
C 1.444 -18.149 -3.372
C 0.947 -24.129 0.120
C -7.326 -19.783 -1.572
C -0.036 -24.658 1.153
C -3.164 -25.239 -4.717
C 0.633 -19.651 2.584
C 2.359 -24.705 0.255
C -6.052 -18.187 -0.551
C 0.480 -24.377 -1.335
C -5.227 -16.249 -5.276
C 2.096 -20.608 0.506
C -7.297 -18.674 -2.372
C 2.004 -21.775 -0.222
C -4.225 -24.360 -4.039
C 4.306 -19.625 1.242
C -4.173 -17.912 -4.167
C -2.005 -23.242 -8.588
C 3.814 -19.903 -1.155
C 1.114 -20.618 1.501
C -2.533 -26.427 -3.987
C 2.729 -18.085 0.081
C -3.613 -25.743 -6.095
C -2.618 -18.687 -6.032
C -0.270 -18.531 1.963
C -6.091 -20.461 0.523
C 3.185 -19.571 0.197
C 0.311 -22.183 -8.580
C 0.177 -24.628 -8.297
C -4.300 -16.747 -6.149
C -0.574 -23.304 -8.076
C 1.831 -19.035 3.280
C -0.176 -20.401 3.632
C 1.085 -22.664 0.425
C 0.522 -21.925 1.463
B -5.842 -16.593 -2.650
H 1.459 -18.443 4.140
H -5.094 -15.971 -1.993
H -2.597 -18.504 -7.107
H 0.367 -22.202 -9.683
H 2.478 -18.403 2.674
H -0.255 -25.746 1.040
H -5.334 -19.901 1.130
H -2.744 -19.761 -5.757
H -4.461 -23.570 -4.747
H -0.964 -24.086 1.050
H 1.235 -24.048 -2.082
H -2.524 -22.398 -8.145
H 0.404 -21.229 4.101
H 1.333 -22.325 -8.215
H -0.068 -21.216 -8.249
H 2.817 -24.579 1.256
H -7.759 -18.507 -3.325
H -6.916 -20.825 1.118
H 3.652 -17.494 -0.098
H -1.618 -18.381 -5.641
H -1.136 -20.763 3.196
H -1.652 -26.726 -4.537
H -5.631 -21.293 0.009
H -0.596 -17.869 2.717
H -2.495 -24.152 -8.251
H 2.299 -17.692 1.041
H 0.361 -24.511 2.201
H -5.958 -15.452 -5.342
H 5.187 -19.274 0.777
H 1.177 -24.503 -7.928
H -4.385 -26.469 -5.913
H 0.302 -25.466 -1.418
H -5.169 -24.887 -3.722
H -3.765 -23.852 -3.196
H -6.747 -15.805 -2.900
H 2.551 -22.023 -1.132
H -3.276 -27.242 -3.934
H 2.342 -25.770 0.099
H -2.194 -26.190 -2.949
H 1.995 -17.897 -0.739
H -4.021 -24.951 -6.698
H 0.244 -17.990 1.174
H 4.342 -20.888 -1.226
H -1.197 -18.978 1.538
H 2.488 -19.856 3.657
H 4.586 -19.120 -1.379
H 0.226 -24.806 -9.368
H 3.061 -19.917 -1.953
H 4.532 -20.633 1.666
H -0.389 -25.408 -7.802
H -3.938 -16.486 -7.151
H -0.441 -23.795 -1.581
H -0.169 -22.275 2.208
H -2.807 -26.204 -6.649
H 3.053 -24.316 -0.453
H -2.038 -23.161 -9.663
H -7.753 -20.804 -1.676
H -0.469 -19.765 4.460
H 4.141 -18.985 2.118